13
Properties=species:S:1:pos:R:3:mulliken_charge:R:1 method="wB97M-V/def2-TZVPD" orbital_gap_ev=9.96 total_charge=0 e_above_lowest_kj_mol=94.6 energy_ha=-580.52186
C -1.806 0.225 -0.139 -0.24
C -0.442 -0.186 -0.447 0.93
C 0.781 0.369 0.239 0.75
N -2.707 0.822 0.212 -0.33
N -0.209 -0.693 -1.723 -0.45
N 0.628 0.603 1.605 -0.48
F -0.571 -1.723 0.776 -0.58
F 1.822 -0.448 -0.020 -0.29
F 1.086 1.591 -0.420 -0.29
H 0.742 -0.772 -2.056 0.24
H -0.993 -1.254 -2.118 0.28
H 1.167 -0.093 2.175 0.23
H 0.503 1.560 1.915 0.23